This record from OMol25 describes a structure of composition C10H9Cl3O. The level of theory is ωB97M-V/def2-TZVPD.

ORCA input file:
```
! RIJCOSX wB97M-V def2-TZVPD def2/J DEFGRID3
* xyz 0 1
Cl -1.47 2.28 -0.48
Cl -3.61 0.03 0.36
Cl -1.62 -2.07 0.65
O -1.27 -1.29 -2.35
C -1.19 0.97 1.94
C -0.86 0.90 0.55
C -2.03 -0.75 -1.58
C -2.06 -0.62 -0.13
C 2.87 -0.75 -0.64
C 2.26 -1.16 0.54
C 2.39 0.31 -1.43
C 0.44 0.39 0.08
C 1.06 -0.48 0.95
C 1.08 0.80 -1.10
H -2.04 1.64 2.25
H 2.79 0.76 -2.30
H 0.70 1.45 -1.80
H -1.40 0.05 2.34
H 2.77 -1.93 1.03
H -0.30 1.44 2.31
H 3.68 -1.22 -1.00
H -2.81 -0.17 -2.10
H 0.63 -0.59 1.93
*
```

* molar mass: 251.5 g/mol
* Kohn-Sham gap: 8.69 eV
* energy relative to the best compared isomer or geometry (same formula, charge and spin): 104.2 kJ/mol